Below is a 4-piece molecular cluster, C16H45N3O14P3 overall at a distorted geometry, with properties calculated with ωB97M-V/def2-TZVPD.

Atoms and positions in Å:
1 N 1.528 0.001 0.106
2 C 1.048 1.387 0.191
3 C 0.085 1.814 -0.960
4 O -1.227 2.000 -0.425
5 C 0.459 3.144 -1.658
6 N 1.379 2.865 -2.806
7 C 1.129 3.675 -4.022
8 C 1.912 3.084 -5.201
9 N 3.349 2.840 -4.931
10 C 3.627 2.340 -3.597
11 O 4.993 2.599 -3.336
12 C 2.840 3.067 -2.489
13 H 0.740 -0.591 -0.134
14 H 2.234 -0.097 -0.616
15 H 0.525 1.450 1.152
16 H 1.888 2.089 0.250
17 H 0.009 0.960 -1.654
18 H -1.795 1.281 -0.722
19 H 0.915 3.835 -0.943
20 H -0.470 3.603 -2.006
21 H 1.304 1.884 -3.086
22 H 0.074 3.702 -4.308
23 H 1.447 4.716 -3.916
24 H 1.370 2.212 -5.603
25 H 1.871 3.837 -5.998
26 H 3.598 2.067 -5.542
27 H 3.470 1.245 -3.485
28 H 5.337 1.895 -2.771
29 H 3.095 2.728 -1.486
30 H 3.022 4.144 -2.545
31 C 1.745 -1.835 2.473
32 O 1.910 -1.893 3.900
33 P 0.530 -2.324 4.777
34 O -0.039 -0.947 4.978
35 O 1.429 -2.850 6.019
36 C 2.470 -2.032 6.545
37 O -0.756 -3.261 5.240
38 C -1.204 -3.131 6.588
39 H 2.699 -1.568 2.029
40 H 1.426 -2.803 2.084
41 H 1.012 -1.073 2.219
42 H 2.225 -0.972 6.467
43 H 3.405 -2.237 6.023
44 H 2.596 -2.287 7.597
45 H -1.267 -2.087 6.891
46 H -0.545 -3.678 7.261
47 H -2.199 -3.571 6.648
48 C -4.872 -5.702 11.524
49 O -4.519 -6.817 10.685
50 P -3.308 -6.530 9.544
51 O -4.174 -6.064 8.408
52 O -2.938 -8.108 9.478
53 C -3.968 -9.076 9.305
54 O -1.807 -6.103 8.976
55 C -1.374 -6.717 7.770
56 H -5.642 -6.033 12.217
57 H -4.008 -5.357 12.091
58 H -5.269 -4.887 10.916
59 H -4.785 -8.686 8.696
60 H -4.347 -9.394 10.275
61 H -3.535 -9.939 8.800
62 H -2.162 -6.729 7.017
63 H -1.025 -7.732 7.959
64 H -0.539 -6.130 7.387
65 C -3.145 5.009 -9.564
66 O -1.844 5.608 -9.702
67 P -0.698 4.710 -10.573
68 O -0.128 3.969 -9.384
69 O 0.112 6.077 -10.915
70 C 0.373 7.036 -9.896
71 O 0.142 3.913 -11.768
72 C 1.562 3.992 -11.733
73 H -3.776 5.698 -9.007
74 H -3.593 4.828 -10.540
75 H -3.069 4.070 -9.010
76 H 0.511 6.559 -8.925
77 H -0.444 7.755 -9.844
78 H 1.286 7.566 -10.162
79 H 1.945 3.837 -10.725
80 H 1.902 4.951 -12.121
81 H 1.939 3.201 -12.379

Computed properties:
Frontier orbital gap ... 7.2252 eV
Net charge ... +1
M ... 596.47 g mol⁻¹
E_HOMO ... -10.867 eV